A gas-phase ion, C4H9N2 (charge +1) at a distorted geometry. Source: OMol25; level of theory: ωB97M-V/def2-TZVPD.

ORCA input file:
```
! wB97M-V def2-TZVPD RIJCOSX def2/J DEFGRID3
* xyz 1 1
C 0.467 -1.988 -0.097
C -0.884 -0.249 0.425
C -1.151 0.968 -0.384
C 1.593 0.177 -0.019
N 0.532 -0.734 0.130
N -1.543 -1.393 -0.172
H 1.109 -2.752 -0.601
H -1.002 -0.015 1.406
H -2.127 0.942 -0.706
H -0.561 1.030 -1.368
H -1.008 1.860 0.143
H 1.530 1.092 0.615
H 2.574 -0.240 0.300
H 1.603 0.352 -1.155
H -2.354 -1.791 0.288
*
```

For the total energy, the calculation gives -266.878331 Ha. As for the LUMO energy (spin up / spin down): -0.212 / -0.217 Eh. For the HOMO energy (spin up / spin down), the calculation gives -14.7 / -15.3 eV. The calculation puts the HOMO-LUMO gap (spin up / spin down) at 8.9089 / 9.3729 eV. For the energy above the lowest of the compared OMol25 structures with the same formula, charge and spin, the calculation gives 138.7 kcal per mole.